This record from OMol25 describes C19H24NO3PPbS2Te as an isolated structure in a non-equilibrium geometry. The level of theory is wB97M-V/def2-TZVPD.

```
52
Properties=species:S:1:pos:R:3:lowdin_charge:R:1
Pb -2.471 0.543 0.252 0.6219
S -2.162 -0.640 2.673 0.4644
C -1.537 -1.889 1.689 -1.1958
N -1.395 -1.737 0.399 -0.1483
C -0.804 -2.832 -0.202 -0.3124
C -0.468 -2.956 -1.547 -0.0142
C 0.125 -4.127 -1.979 -0.0796
C 0.390 -5.171 -1.092 -0.0917
C 0.081 -5.056 0.252 -0.0918
C -0.514 -3.881 0.685 -0.4662
S -0.998 -3.433 2.300 1.0315
H -0.653 -2.133 -2.225 0.1140
H 0.400 -4.240 -3.019 0.1051
H 0.849 -6.082 -1.455 0.1010
H 0.309 -5.852 0.949 0.1070
C 4.306 -2.647 -2.274 -0.0484
C 3.173 -1.756 -1.842 -0.2714
C 2.432 -1.035 -2.768 -0.0262
C 1.445 -0.134 -2.378 -0.3424
C 0.689 0.611 -3.447 -0.1052
C 1.195 0.052 -1.016 -0.5087
Te -0.002 1.716 -0.380 0.8300
C 1.861 -0.734 -0.071 -0.3202
C 1.562 -0.661 1.404 -0.0860
C 2.843 -1.621 -0.500 -0.0169
H 4.442 -2.607 -3.354 0.0720
H 4.126 -3.683 -1.983 0.0780
H 5.238 -2.329 -1.804 0.0807
H 2.638 -1.153 -3.826 0.1130
H 0.863 0.156 -4.422 0.0735
H 1.013 1.653 -3.494 0.0709
H -0.383 0.611 -3.250 0.0504
H 0.545 -0.321 1.591 -0.0074
H 2.242 0.034 1.904 0.0900
H 1.686 -1.641 1.867 0.0786
H 3.379 -2.204 0.243 0.1240
C -2.210 5.059 -0.176 -0.1264
O -1.701 4.385 0.974 -0.3897
P -2.552 3.169 1.669 0.6150
O -3.935 3.885 2.042 -0.3310
C -3.999 5.084 2.821 -0.1031
O -1.830 3.215 3.095 -0.3298
C -0.532 2.709 3.435 -0.1102
H -1.629 5.973 -0.283 0.0917
H -3.265 5.313 -0.053 0.0804
H -2.091 4.452 -1.076 0.0727
H -4.935 5.574 2.564 0.0894
H -3.160 5.744 2.604 0.0843
H -3.992 4.839 3.882 0.0876
H -0.533 1.623 3.469 0.0406
H -0.305 3.100 4.425 0.0897
H 0.220 3.055 2.728 0.0657
```

- Kohn-Sham gap (eV) = 7.561
- HOMO level (eV) = -7.37
- F_max (eV/A) = 1.060
- calculated total energy (eV) = -71228.0708
- relative energy (zero: lowest compared OMol25 entry of this formula, charge and spin) (eV) = 0.000